1.
{
  "formula": "C18H19NO6S",
  "method": "ωB97M-V/def2-TZVPD",
  "spin_multiplicity": 1,
  "orbital_gap_ev": 9.3163,
  "smiles": "COc1ccccc1C(=O)COC(=O)CNS(=O)(=O)c1ccc(C)cc1",
  "lumo_ev": 0.3822,
  "e_above_lowest_ev": 0.972,
  "molar_mass_g_mol": 377.418,
  "species": ["C", "O", "C", "C", "C", "C", "C", "C", "C", "O", "C", "O", "C", "O", "C", "N", "S", "O", "O", "C", "C", "C", "C", "C", "C", "C", "H", "H", "H", "H", "H", "H", "H", "H", "H", "H", "H", "H", "H", "H", "H", "H", "H", "H", "H"],
  "positions_angstrom": [[-5.768, 0.296, -0.251], [-4.378, 0.224, -0.478], [-3.663, -0.765, 0.117], [-4.225, -1.748, 0.925], [-3.439, -2.750, 1.468], [-2.082, -2.804, 1.201], [-1.516, -1.841, 0.391], [-2.280, -0.807, -0.146], [-1.564, 0.202, -0.947], [-0.567, -0.061, -1.581], [-2.112, 1.628, -0.922], [-1.010, 2.506, -1.103], [-0.687, 3.308, -0.083], [-1.429, 3.620, 0.806], [0.767, 3.744, -0.228], [1.608, 2.580, -0.448], [1.541, 1.542, 0.895], [0.234, 0.947, 1.000], [2.022, 2.285, 2.019], [2.742, 0.320, 0.405], [2.413, -0.609, -0.564], [3.365, -1.531, -0.960], [4.639, -1.527, -0.398], [5.662, -2.523, -0.852], [4.944, -0.581, 0.575], [3.998, 0.346, 0.978], [-6.109, 1.162, -0.818], [-5.996, 0.447, 0.808], [-6.282, -0.599, -0.615], [-5.281, -1.738, 1.144], [-3.899, -3.493, 2.102], [-1.474, -3.588, 1.624], [-0.458, -1.848, 0.179], [-2.813, 1.768, -1.750], [-2.605, 1.850, 0.026], [1.095, 4.216, 0.699], [0.880, 4.435, -1.066], [1.285, 2.061, -1.258], [1.424, -0.602, -0.994], [3.120, -2.262, -1.717], [5.989, -2.285, -1.863], [6.531, -2.517, -0.200], [5.239, -3.526, -0.868], [5.929, -0.569, 1.019], [4.208, 1.088, 1.731]],
  "forces_ev_per_a": [[-0.246, 0.055, 0.034], [0.314, -0.078, -0.036], [0.334, -0.230, 0.024], [-0.255, 0.195, -0.032], [0.116, 0.031, -0.058], [0.001, -0.115, 0.053], [-0.167, 0.167, -0.043], [-0.249, -0.432, 0.165], [-0.173, 0.401, -0.315], [-0.123, -0.040, -0.012], [0.060, 0.086, 0.117], [-0.002, -0.101, -0.503], [-0.172, 0.626, 0.278], [0.067, 0.076, -0.040], [-0.290, 0.084, 0.319], [0.435, -0.625, 0.587], [0.351, -0.038, -0.518], [0.210, -0.177, -0.041], [0.254, 0.123, 0.032], [-0.340, 0.384, 0.147], [-0.130, -0.117, -0.099], [0.015, 0.122, 0.090], [-0.042, 0.051, 0.045], [0.001, 0.018, -0.034], [-0.112, -0.024, -0.041], [0.015, 0.150, 0.128], [-0.027, -0.070, 0.059], [0.022, -0.023, -0.039], [0.051, 0.029, 0.027], [-0.090, 0.023, -0.018], [-0.041, -0.055, 0.045], [0.063, -0.060, 0.044], [0.104, 0.012, -0.032], [0.063, -0.017, 0.160], [0.022, -0.043, -0.219], [-0.182, 0.146, -0.163], [-0.013, -0.082, 0.099], [-0.053, -0.185, -0.144], [-0.120, -0.087, -0.096], [-0.051, -0.076, -0.079], [0.069, -0.035, -0.059], [0.077, -0.044, 0.015], [0.027, -0.089, -0.006], [0.085, -0.004, 0.054], [0.120, 0.071, 0.101]]
}

***

2.
{
  "formula": "C5H14N2O",
  "method": "ωB97M-V/def2-TZVPD",
  "spin_multiplicity": 1,
  "orbital_gap_ev": 9.5591,
  "smiles": "C[C@](N)(CN)CCO",
  "lumo_ev": 0.7569,
  "e_above_lowest_ev": 1.879,
  "molar_mass_g_mol": 118.180,
  "species": ["C", "C", "N", "C", "N", "C", "C", "O", "H", "H", "H", "H", "H", "H", "H", "H", "H", "H", "H", "H", "H", "H"],
  "positions_angstrom": [[-0.456, 0.505, -1.462], [-0.169, -0.066, -0.073], [0.198, -1.461, -0.131], [-1.531, 0.124, 0.941], [-2.843, 0.000, 0.350], [0.856, 0.745, 0.665], [2.396, 0.348, 0.162], [2.825, -0.861, 0.731], [-1.209, -0.093, -1.977], [0.441, 0.481, -2.080], [-0.804, 1.533, -1.394], [0.527, -1.752, -1.043], [-0.534, -2.080, 0.195], [-1.519, 1.061, 1.502], [-1.444, -0.680, 1.677], [-2.926, -0.858, -0.184], [-3.036, 0.782, -0.265], [0.710, 1.808, 0.489], [0.862, 0.532, 1.733], [3.069, 1.126, 0.527], [2.463, 0.317, -0.936], [2.122, -1.510, 0.572]],
  "forces_ev_per_a": [[-0.079, -0.289, 0.303], [-2.623, 1.433, 1.514], [0.050, -0.740, 0.227], [1.049, -1.025, -1.294], [-0.008, 0.034, -0.262], [3.369, -0.638, -1.180], [-1.894, 0.804, 0.909], [0.139, -0.186, 0.062], [-0.098, 0.038, 0.042], [0.144, 0.072, -0.018], [-0.009, 0.119, -0.058], [-0.246, -0.001, -0.014], [0.084, -0.004, -0.202], [0.450, 0.054, -0.308], [0.240, 0.044, 0.095], [-0.094, 0.109, -0.009], [-0.050, -0.154, -0.049], [-0.074, 0.132, 0.100], [-0.098, 0.014, 0.080], [-0.018, -0.057, -0.123], [-0.165, 0.088, 0.116], [-0.065, 0.154, 0.071]]
}

***

3.
{
  "formula": "C12H37O6",
  "method": "ωB97M-V/def2-TZVPD",
  "spin_multiplicity": 2,
  "orbital_gap_ev": [10.2805, 3.6188],
  "lumo_ev": [-5.7798, -12.4415],
  "e_above_lowest_ev": 0.000,
  "charge": 2,
  "molar_mass_g_mol": 277.422,
  "species": ["O", "H", "H", "H", "C", "C", "O", "H", "H", "H", "H", "H", "H", "C", "C", "O", "H", "H", "H", "H", "H", "H", "C", "C", "O", "H", "H", "H", "H", "H", "H", "C", "C", "C", "O", "H", "H", "H", "H", "H", "H", "H", "H", "C", "C", "C", "O", "H", "H", "H", "H", "H", "H", "H", "H"],
  "positions_angstrom": [[-0.418, -0.374, 0.291], [-0.073, -0.716, -0.538], [-1.215, 0.150, 0.182], [0.235, 0.158, 0.752], [-3.396, -1.168, -0.472], [-3.782, 0.284, -0.022], [-2.794, 0.781, 0.847], [-3.078, -1.886, 0.285], [-2.613, -1.147, -1.230], [-4.198, -1.701, -0.981], [-4.753, 0.341, 0.469], [-3.831, 0.936, -0.894], [-3.019, 1.700, 1.007], [-0.006, 1.281, 3.271], [1.109, 1.913, 2.558], [1.333, 1.129, 1.389], [-0.164, 1.680, 4.274], [0.136, 0.208, 3.399], [-0.935, 1.363, 2.708], [2.055, 1.976, 3.095], [0.830, 2.918, 2.243], [2.124, 1.511, 1.001], [-0.716, -3.500, -1.338], [-0.443, -2.547, -2.462], [0.131, -1.373, -1.970], [-1.120, -3.036, -0.438], [0.155, -4.071, -1.014], [-1.531, -4.143, -1.670], [-1.327, -2.239, -3.019], [0.219, -3.020, -3.188], [0.296, -0.792, -2.715], [3.269, -1.690, 2.015], [2.716, -2.192, 0.698], [3.769, -2.547, -0.345], [1.894, -3.300, 0.950], [2.651, -1.108, 2.699], [4.079, -0.975, 1.872], [3.766, -2.491, 2.563], [2.098, -1.414, 0.249], [4.392, -1.684, -0.582], [3.246, -2.858, -1.249], [4.453, -3.332, -0.023], [1.271, -3.069, 1.643], [0.832, 3.523, -1.261], [-0.607, 3.027, -0.992], [-1.714, 3.886, -1.563], [-0.773, 1.701, -1.456], [1.074, 4.350, -0.593], [1.018, 3.747, -2.311], [1.522, 2.729, -0.976], [-0.798, 2.952, 0.079], [-1.608, 4.917, -1.225], [-2.708, 3.675, -1.168], [-1.678, 3.931, -2.651], [-1.378, 1.607, -2.196]],
  "forces_ev_per_a": [[-0.303, -1.596, 1.679], [0.129, -0.615, -2.308], [-1.748, 1.107, -0.132], [1.371, 1.481, 0.862], [-0.349, 0.446, -0.337], [-0.523, -1.552, -0.827], [1.039, 0.074, 0.386], [-0.024, 0.531, 0.551], [0.255, 0.263, 0.002], [-0.389, 0.431, 0.051], [-0.038, -0.343, 0.016], [-0.085, -0.141, -0.266], [0.171, 0.213, 0.217], [-1.070, -0.767, 1.003], [0.253, 0.842, 0.045], [0.736, -0.369, -0.643], [-0.020, 0.176, -0.136], [0.305, -0.135, 0.092], [-0.087, 0.251, 0.023], [-0.152, -0.071, 0.341], [0.094, 0.158, 0.042], [0.040, -0.118, -0.628], [-0.723, -0.189, 0.303], [-0.494, -0.889, -0.748], [1.290, 1.292, 0.642], [-0.046, 0.436, -0.069], [0.001, -0.197, -0.349], [0.331, -0.500, 0.096], [-0.368, -0.418, 0.155], [0.137, -0.013, -0.035], [0.171, 0.388, 0.010], [0.893, 0.974, 1.857], [1.774, -1.845, -0.453], [-0.471, 0.139, -0.218], [0.796, 0.743, -1.010], [-0.711, -0.458, -0.167], [0.063, 0.041, -0.920], [-0.363, -0.322, -0.089], [-0.823, 0.711, -0.052], [-0.226, 0.120, 0.067], [0.226, -0.130, -0.106], [-0.215, -0.171, 0.222], [-0.812, 0.033, 0.931], [-0.624, -0.572, 0.534], [-0.316, 0.614, -0.226], [0.207, 1.250, 0.314], [0.449, -1.619, -0.168], [-0.118, 0.308, -0.355], [-0.126, 0.228, 0.101], [0.037, -0.202, -0.088], [0.357, 0.157, 0.334], [0.407, 0.174, -0.079], [-0.033, -0.706, -0.312], [-0.193, -0.214, -0.050], [-0.081, 0.569, -0.103]]
}

***

4.
{
  "formula": "C10H25N4O3Pt",
  "method": "ωB97M-V/def2-TZVPD",
  "spin_multiplicity": 1,
  "orbital_gap_ev": [4.8400, 4.8406],
  "lumo_ev": [2.8417, 2.8416],
  "e_above_lowest_ev": 1.229,
  "charge": -1,
  "molar_mass_g_mol": 444.413,
  "species": ["Pt", "N", "N", "C", "O", "O", "H", "H", "H", "C", "N", "C", "C", "C", "N", "C", "C", "H", "H", "H", "H", "H", "H", "H", "H", "H", "H", "H", "H", "H", "H", "H", "H", "C", "O", "C", "C", "H", "H", "H", "H", "H", "H"],
  "positions_angstrom": [[-0.871, 0.809, 0.432], [-1.883, 0.671, 2.725], [-2.428, -0.618, 2.782], [-2.914, -1.196, 1.571], [-3.684, -2.152, 1.729], [-2.495, -0.690, 0.482], [-1.163, 0.797, 3.417], [-2.573, 1.409, 2.777], [-3.045, -0.816, 3.553], [-1.475, -1.625, -2.348], [-0.582, -0.543, -1.980], [-0.649, 0.529, -2.952], [0.797, -0.978, -1.817], [1.000, -1.983, -0.691], [0.901, -1.418, 0.648], [2.166, -0.864, 1.083], [0.400, -2.399, 1.594], [-1.158, -2.115, -3.289], [-2.481, -1.226, -2.475], [-1.541, -2.368, -1.555], [-0.234, 0.224, -3.931], [-0.104, 1.394, -2.575], [-1.689, 0.825, -3.092], [1.400, -0.088, -1.615], [1.164, -1.440, -2.757], [1.986, -2.459, -0.836], [0.259, -2.777, -0.775], [2.955, -1.640, 1.125], [2.047, -0.430, 2.078], [2.477, -0.061, 0.413], [1.056, -3.287, 1.665], [-0.602, -2.718, 1.303], [0.323, -1.944, 2.584], [1.895, 3.077, -1.306], [1.670, 2.081, -0.340], [0.442, 2.224, 0.377], [0.638, 3.241, 1.458], [2.955, 3.060, -1.570], [1.645, 4.079, -0.942], [1.304, 2.900, -2.212], [1.162, 4.136, 1.107], [1.249, 2.828, 2.285], [-0.321, 3.549, 1.871]],
  "forces_ev_per_a": [[1.466, 2.526, 0.394], [-0.123, -0.377, 0.138], [0.126, 0.030, 0.163], [-0.029, 0.110, -0.220], [0.113, 0.089, -0.134], [-0.013, -0.265, 0.254], [0.088, -0.026, 0.031], [-0.033, 0.065, -0.038], [-0.145, -0.018, 0.029], [0.019, 0.152, 0.076], [0.241, -0.442, -0.525], [-0.056, -0.144, 0.126], [-0.171, 0.051, 0.085], [-0.037, 0.066, -0.014], [0.005, -0.325, -0.056], [-0.110, 0.129, 0.002], [-0.008, 0.117, 0.016], [-0.018, -0.056, -0.041], [0.021, -0.001, 0.000], [-0.006, 0.043, -0.022], [-0.001, 0.002, -0.039], [-0.010, -0.026, 0.009], [0.007, 0.038, 0.016], [-0.014, -0.024, -0.025], [0.053, -0.003, -0.027], [0.027, -0.056, 0.025], [0.009, -0.028, -0.025], [0.016, 0.021, 0.014], [0.013, -0.001, -0.039], [-0.008, -0.063, 0.019], [0.001, 0.001, 0.014], [0.025, 0.005, -0.006], [-0.006, -0.016, -0.040], [0.049, 0.028, -0.026], [0.101, 0.131, 0.201], [-1.619, -1.956, -0.491], [0.074, 0.320, 0.380], [-0.022, -0.033, 0.025], [0.034, 0.022, 0.013], [-0.061, -0.012, 0.016], [0.019, 0.049, -0.011], [-0.061, -0.074, -0.247], [0.043, -0.050, -0.020]]
}